No. 1
The molecule C4H7NS. Source: the Open Molecules 2025 dataset; level of theory: ωB97M-V/def2-TZVPD.

```
13
Properties=species:S:1:pos:R:3:nbo_charge:R:1
C 1.58095 0.66616 0.15777 -0.261
C 0.18194 0.41822 0.67413 -0.134
C -0.89506 0.61276 -0.43681 -0.402
C -0.95478 -0.92735 -0.44832 -0.216
H 1.77406 1.75606 0.01681 0.197
H 0.05407 1.04870 1.58575 0.208
H -1.81410 1.07784 -0.06742 0.219
H -0.57837 1.09310 -1.40907 0.212
H -0.39734 -1.33504 -1.27442 0.182
H -1.96296 -1.37771 -0.38444 0.189
H 0.55446 -1.62873 0.91138 0.374
N -0.23247 -0.95263 0.83601 -0.617
S 2.68960 -0.45138 -0.16136 0.048
```

Results
- ΔE to the lowest compared entry with this formula, charge and spin (eV) = 1.785
- SMILES = S=C[C@H]1CCN1
- highest occupied orbital energy (Ha) = -0.328
- frontier orbital gap (Eh) = 0.3211
- charge = 0
- LUMO (eV) = -0.19

No. 2
C3H9N3OS as an isolated structure. Source: the Open Molecules 2025 dataset; level of theory: ωB97M-V/def2-TZVPD.

```
17
Properties=species:S:1:pos:R:3:nbo_charge:R:1
C 0.15864 0.79751 1.13518 -0.088
C -1.04626 -0.54071 -0.36843 -0.039
C 1.42211 -1.04360 0.22379 -0.428
N -0.76538 1.16966 -1.16019 -0.539
N 0.06368 -0.51070 0.57562 -0.484
N -0.04203 1.85153 -0.09565 0.053
O -0.60378 2.94631 0.33152 -0.694
S -2.72263 -0.58819 0.22059 0.037
H -0.72528 0.92907 1.74640 0.219
H 1.09719 0.92441 1.81988 0.228
H -1.03393 -1.03299 -1.33025 0.241
H 1.33850 -2.03073 -0.43116 0.217
H 1.97184 -0.25567 -0.38270 0.195
H 1.93347 -1.43687 1.18127 0.226
H -1.61398 1.69336 -1.26749 0.369
H 0.90188 2.03335 -0.50435 0.343
H -2.95986 -1.66825 -0.69902 0.146
```

Results
- ΔE to the lowest compared entry with this formula, charge and spin (eV) = 5.911
- highest occupied orbital energy (Ha) = -0.303
- frontier orbital gap (Eh) = 0.3166
- charge = 0
- LUMO (eV) = 0.36

No. 3
The molecule C4H5NO2. Source: the Open Molecules 2025 dataset; level of theory: ωB97M-V/def2-TZVPD.

```
12
Properties=species:S:1:pos:R:3:nbo_charge:R:1
C -0.60094 -2.07983 -0.29071 0.737
C -0.33531 0.56785 -0.26547 0.674
C -1.80445 -1.45755 0.32139 -0.310
C 1.08832 0.95704 -0.68809 -0.728
N -0.53687 -0.68346 0.40055 -0.541
O 0.11296 -2.81638 -0.80987 -0.461
O -1.30797 1.26134 -0.33112 -0.561
H -2.52712 -1.16293 -0.33901 0.226
H -2.04050 -1.94398 1.28686 0.231
H 1.79439 0.21486 -0.39263 0.232
H 1.53183 1.95524 -0.28645 0.254
H 1.27948 0.93343 -1.83424 0.248
```

Results
- ΔE to the lowest compared entry with this formula, charge and spin (eV) = 2.575
- SMILES = CC(=O)N1CC1=O
- highest occupied orbital energy (Ha) = -0.356
- frontier orbital gap (Eh) = 0.3824
- charge = 0
- LUMO (eV) = 0.72

No. 4
The molecule C23H24N2O4. Source: the Open Molecules 2025 dataset; level of theory: ωB97M-V/def2-TZVPD.

```
53
Properties=species:S:1:pos:R:3:nbo_charge:R:1
C -6.50189 -2.57864 2.06532 -0.633
C -6.68629 -1.64671 0.87499 -0.073
H -7.46003 -0.90171 1.07530 0.185
H -6.94845 -2.22584 -0.01747 0.197
O -5.50658 -0.89685 0.61064 -0.514
C -4.55361 -1.50646 -0.12319 0.785
O -4.68531 -2.62336 -0.57555 -0.628
C -3.39250 -0.64788 -0.30292 -0.213
C -2.22927 -0.96622 -0.99052 0.243
N -1.39762 0.10249 -0.91820 -0.321
C -1.99495 1.10915 -0.18739 0.070
C -3.23627 0.67074 0.19207 -0.234
H -3.95029 1.20562 0.78397 0.233
C -1.36255 2.38895 0.10597 0.014
C -2.10520 3.56428 -0.01144 -0.206
C -1.53465 4.78903 0.27670 -0.208
C -0.21304 4.86422 0.68627 -0.220
C 0.52833 3.70290 0.82475 -0.196
C -0.04033 2.47451 0.54267 -0.243
H 0.53310 1.57265 0.69936 0.214
H 1.55328 3.75183 1.16365 0.214
H 0.23371 5.82238 0.90645 0.214
H -2.12101 5.69099 0.17871 0.214
H -3.13239 3.50413 -0.33857 0.218
C -0.12903 0.20408 -1.57828 -0.307
H -0.17376 -0.33757 -2.53012 0.235
H 0.08181 1.25852 -1.77888 0.235
C 1.00575 -0.41845 -0.74025 0.669
O 0.79316 -1.22305 0.13498 -0.597
N 2.22765 0.03097 -1.12504 -0.599
C 3.49063 -0.31259 -0.61320 0.098
C 3.66774 -1.21424 0.42671 -0.169
C 4.93878 -1.50948 0.88913 -0.305
C 6.05535 -0.90834 0.31982 0.290
C 5.87342 -0.00082 -0.72596 -0.241
C 4.60946 0.29229 -1.18453 -0.214
H 4.48480 0.99753 -1.99450 0.205
H 6.74371 0.46205 -1.16265 0.227
O 7.34431 -1.12800 0.69755 -0.492
C 7.59182 -2.03162 1.74767 -0.252
H 8.67322 -2.04691 1.87365 0.201
H 7.12390 -1.70166 2.68068 0.176
H 7.24239 -3.03945 1.50164 0.176
H 5.03892 -2.21447 1.69855 0.222
H 2.81178 -1.68706 0.87747 0.247
H 2.26000 0.70616 -1.87653 0.398
C -1.86840 -2.21660 -1.70101 -0.677
H -1.74687 -2.04329 -2.77200 0.211
H -2.66494 -2.93981 -1.55529 0.273
H -0.93745 -2.62001 -1.30443 0.235
H -7.43661 -3.08931 2.27972 0.212
H -5.73848 -3.31844 1.83763 0.224
H -6.19416 -2.01223 2.94116 0.209
```

Results
- ΔE to the lowest compared entry with this formula, charge and spin (eV) = 1.077
- SMILES = CCOC(=O)c1cc(-c2ccccc2)n(CC(=O)Nc2ccc(OC)cc2)c1C
- highest occupied orbital energy (Ha) = -0.287
- frontier orbital gap (Eh) = 0.3043
- charge = 0
- LUMO (eV) = 0.48

No. 5
C25H36HfO3P2 as an isolated structure. Source: the Open Molecules 2025 dataset; level of theory: ωB97M-V/def2-TZVPD.

```
67
Properties=species:S:1:pos:R:3:nbo_charge:R:1
Hf -0.24507 -0.03914 -0.01826 0.960
C 0.73739 1.73000 -0.20343 0.401
O 1.29454 2.73966 -0.38804 -0.179
C 0.67155 -0.59048 1.66285 0.446
O 1.20770 -0.91152 2.65257 -0.222
C -1.41451 -1.70256 -0.17119 0.373
O -2.06950 -2.66736 -0.16236 -0.221
C 3.26250 -0.28054 -1.02481 -0.442
P 1.61460 -1.14764 -1.27300 0.850
H 2.14085 -1.93274 -3.50972 0.284
H 3.05183 0.72768 -1.40288 0.231
C 2.02799 -2.93853 -0.84065 -0.446
H 3.08284 -3.01097 -1.13817 0.272
C 4.46345 -0.84626 -1.79587 -0.635
H 4.18109 -1.30952 -2.74585 0.232
H 5.00349 -1.58642 -1.19741 0.248
H 5.16532 -0.03345 -2.01797 0.284
C 3.60998 -0.15061 0.46464 -0.602
H 3.76823 -1.13220 0.92465 0.236
C 0.02596 -1.53970 -3.54962 -0.624
H 2.82283 0.36188 1.02008 0.163
H 4.53867 0.42088 0.57540 0.287
C 1.85995 0.18426 -3.74741 -0.618
H -0.58376 -0.64203 -3.69405 0.207
H 0.04294 -2.09723 -4.49361 0.297
H -0.47342 -2.15702 -2.79761 0.196
C 1.45505 -1.16341 -3.13758 -0.459
H 1.35007 0.32504 -4.70782 0.274
H 2.93693 0.25168 -3.92371 0.260
H 1.57474 1.01528 -3.09221 0.173
C 1.23351 -4.00280 -1.61595 -0.617
H 0.16962 -3.96031 -1.36071 0.197
H 1.59689 -4.99808 -1.33330 0.284
H 1.32713 -3.90823 -2.69910 0.236
C 1.95231 -3.24080 0.66112 -0.619
H 2.39189 -2.44140 1.25876 0.194
H 2.49651 -4.16954 0.87134 0.293
H 0.91760 -3.37749 0.98941 0.198
H -0.79810 0.28411 -1.81271 0.050
H -1.40131 0.66630 -1.35939 0.066
C -4.01003 0.67552 2.37337 -0.872
P -2.40820 0.59647 1.47147 1.028
C -3.05189 1.77902 0.26365 -0.251
C -2.84347 3.16001 0.39956 -0.246
C -3.37163 4.04835 -0.54248 -0.134
C -4.11978 3.56697 -1.61970 -0.060
C -4.34427 2.19553 -1.75602 -0.169
C -3.81400 1.30437 -0.81882 -0.235
C -1.46538 0.99436 2.97090 -0.323
C -1.57720 0.17912 4.11712 -0.217
C -0.88287 0.49787 5.28544 -0.109
C -0.05718 1.62037 5.32210 -0.052
C 0.08123 2.42287 4.18636 -0.188
C -0.61648 2.11099 3.01470 -0.178
H -4.85031 0.47600 1.67425 0.279
H -4.15481 1.67563 2.83209 0.301
H -4.08054 -0.10341 3.15462 0.277
H -2.28456 3.56148 1.22725 0.239
H -3.20514 5.11275 -0.43609 0.278
H -4.53115 4.25634 -2.34593 0.282
H -4.93051 1.82215 -2.58617 0.282
H -3.99876 0.24413 -0.93198 0.243
H -2.20412 -0.70053 4.11676 0.256
H -0.98684 -0.12799 6.16277 0.285
H 0.47771 1.86855 6.23003 0.283
H 0.72721 3.28979 4.21508 0.275
H -0.48735 2.74448 2.15325 0.217
```

Results
- highest occupied orbital energy (alpha / beta) (Ha) = -0.781 / -0.781
- frontier orbital gap (alpha / beta) (Eh) = 0.1560 / 0.1563
- charge = +4
- LUMO (alpha / beta) (eV) = -17.01 / -17.00

| no. | strongest force on any atom (Eh/bohr) | total energy (eV) |
| --- | --- | --- |
| 1 | 0.0248 | -16585.146 |
| 2 | 0.0859 | -20604.211 |
| 3 | 0.1080 | -9811.740 |
| 4 | 0.0132 | -35411.690 |
| 5 | 0.2630 | -52484.413 |